{
  "formula": "C45H56BF40I3N3O14PS2",
  "method": "ωB97M-V/def2-TZVPD",
  "e_tot_ha": -9016.330023,
  "charge": 0,
  "largest_force_ev_per_a": 1.614,
  "homo_ev": -8.9,
  "symbols": ["C", "C", "O", "C", "C", "C", "P", "O", "O", "S", "C", "C", "C", "C", "N", "C", "C", "O", "I", "O", "S", "O", "O", "C", "B", "N", "O", "C", "C", "C", "O", "N", "C", "C", "C", "I", "C", "C", "I", "H", "H", "H", "H", "H", "H", "H", "H", "H", "H", "H", "H", "H", "H", "H", "H", "H", "H", "H", "H", "H", "H", "H", "H", "H", "H", "H", "H", "H", "H", "H", "H", "H", "H", "H", "H", "C", "C", "C", "F", "F", "F", "F", "O", "C", "C", "F", "F", "F", "F", "H", "H", "H", "H", "C", "C", "C", "F", "F", "F", "F", "O", "C", "C", "F", "F", "F", "F", "H", "H", "H", "H", "C", "C", "C", "F", "F", "F", "F", "O", "C", "C", "F", "F", "F", "F", "H", "H", "H", "H", "C", "C", "C", "F", "F", "F", "F", "O", "C", "C", "F", "F", "F", "F", "H", "H", "H", "H", "C", "C", "C", "F", "F", "F", "F", "O", "C", "C", "F", "F", "F", "F", "H", "H", "H", "H"],
  "positions_angstrom": [[-2.038, 5.241, 7.680], [-2.793, 3.917, 7.570], [-3.113, 3.528, 6.257], [-2.007, 3.386, 5.372], [-0.989, 2.355, 5.894], [-0.055, 1.398, 5.035], [0.197, 2.387, 3.439], [0.523, 3.907, 3.845], [-1.277, 2.525, 2.833], [1.400, 1.823, 2.043], [1.279, 1.329, 5.957], [2.326, 2.396, 5.563], [3.653, 2.411, 6.309], [4.685, 1.356, 6.074], [3.969, 3.381, 7.073], [1.041, 1.477, 7.505], [1.691, 0.417, 8.373], [1.238, -0.670, 8.479], [3.355, 0.912, 9.635], [1.949, 0.042, 5.917], [2.230, -0.699, 4.555], [2.782, -1.955, 4.988], [3.030, 0.035, 3.635], [0.542, -0.945, 4.001], [0.598, -2.576, 3.973], [0.473, -3.451, 5.070], [0.899, -3.112, 2.716], [-0.624, -0.120, 4.734], [-0.920, -0.847, 6.062], [-2.189, -0.735, 6.893], [-2.665, 0.298, 7.296], [-2.684, -1.995, 7.312], [-4.126, -1.971, 7.513], [-1.952, -2.465, 8.488], [-1.785, -0.119, 3.661], [-3.681, 0.820, 4.228], [-2.329, -1.382, 2.914], [-1.640, -1.652, 1.552], [-2.838, -3.188, 3.954], [-2.143, 5.607, 8.699], [-0.966, 5.094, 7.532], [-2.420, 5.968, 6.968], [-3.741, 4.002, 8.099], [-2.240, 3.143, 8.116], [-2.458, 3.181, 4.421], [-1.561, 4.381, 5.261], [-1.457, 1.793, 6.684], [-0.280, 3.020, 6.402], [0.372, 4.129, 4.769], [-1.238, 3.207, 2.146], [2.566, 2.306, 4.503], [1.879, 3.359, 5.794], [5.020, 1.377, 5.036], [4.330, 0.347, 6.266], [5.541, 1.551, 6.712], [3.225, 4.076, 7.127], [0.009, 1.370, 7.816], [1.366, 2.459, 7.841], [0.560, -0.602, 2.971], [0.754, -3.115, 5.978], [0.785, -4.394, 4.905], [1.778, -3.499, 2.759], [-0.138, -0.621, 6.782], [-0.799, -1.913, 5.914], [-4.605, -1.406, 6.719], [-4.411, -1.573, 8.490], [-4.495, -2.995, 7.443], [-0.895, -2.221, 8.406], [-2.377, -2.042, 9.403], [-2.026, -3.551, 8.553], [-1.436, 0.455, 2.809], [-3.338, -1.127, 2.625], [-1.555, -2.714, 1.351], [-2.232, -1.200, 0.759], [-0.637, -1.245, 1.487], [-8.462, 5.236, 3.097], [-8.270, 6.710, 2.703], [-7.639, 7.017, 1.340], [-6.384, 6.537, 1.261], [-7.587, 8.359, 1.186], [-7.605, 7.365, 3.676], [-9.526, 7.238, 2.631], [-7.511, 4.650, 3.966], [-6.372, 4.044, 3.522], [-5.124, 4.768, 4.036], [-5.130, 6.051, 3.630], [-4.017, 4.173, 3.531], [-6.352, 3.909, 2.184], [-6.363, 2.794, 4.044], [-9.379, 5.235, 3.683], [-8.650, 4.611, 2.224], [-8.243, 6.593, 0.533], [-5.085, 4.733, 5.127], [1.717, -5.365, -0.046], [2.547, -6.637, -0.308], [3.602, -6.560, -1.419], [3.006, -6.271, -2.595], [4.231, -7.747, -1.532], [1.731, -7.688, -0.514], [3.245, -6.882, 0.838], [0.419, -5.297, -0.618], [0.192, -4.839, -1.886], [-0.413, -5.936, -2.773], [0.384, -7.019, -2.815], [-0.529, -5.469, -4.037], [1.288, -4.291, -2.443], [-0.735, -3.862, -1.813], [1.522, -5.373, 1.025], [2.295, -4.462, -0.245], [4.345, -5.790, -1.194], [-1.390, -6.233, -2.389], [2.217, -4.041, -6.687], [3.086, -5.206, -7.193], [4.275, -5.646, -6.329], [5.165, -4.643, -6.195], [4.899, -6.679, -6.937], [3.512, -4.950, -8.448], [2.260, -6.288, -7.252], [2.466, -2.748, -7.213], [3.377, -1.888, -6.676], [4.482, -1.521, -7.671], [5.149, -2.618, -8.076], [5.355, -0.689, -7.059], [3.874, -2.327, -5.508], [2.721, -0.727, -6.413], [1.213, -4.268, -7.042], [2.161, -4.030, -5.598], [3.935, -5.969, -5.341], [4.049, -1.028, -8.538], [3.936, -0.803, -12.646], [3.411, -0.278, -11.302], [2.325, 0.802, -11.300], [2.747, 1.942, -11.872], [2.014, 1.053, -10.007], [4.449, 0.124, -10.528], [2.830, -1.350, -10.685], [5.158, -0.280, -13.127], [5.229, 0.847, -13.897], [6.032, 1.956, -13.207], [5.475, 2.278, -12.024], [6.025, 3.049, -13.998], [4.016, 1.279, -14.282], [5.915, 0.526, -15.016], [4.161, -1.852, -12.456], [3.158, -0.784, -13.409], [1.426, 0.450, -11.814], [7.059, 1.625, -13.044], [-0.330, -0.307, -5.868], [-0.441, 0.569, -7.127], [0.239, 1.941, -7.114], [-0.286, 2.737, -6.162], [0.035, 2.532, -8.313], [-1.737, 0.698, -7.486], [0.194, -0.128, -8.113], [-1.431, -0.331, -4.975], [-1.575, 0.552, -3.947], [-2.841, 1.403, -4.103], [-2.812, 2.096, -5.256], [-2.904, 2.279, -3.076], [-0.485, 1.315, -3.766], [-1.751, -0.171, -2.816], [-0.291, -1.324, -6.254], [0.610, -0.140, -5.346], [1.314, 1.834, -6.949], [-3.723, 0.760, -4.091]],
  "mulliken_charge": [-1.243, -0.076, -0.191, -1.155, -0.679, 2.318, 0.811, -0.666, -0.416, -0.406, 0.593, 0.221, -0.455, -1.162, -0.731, -1.181, -0.858, -0.408, 0.027, -0.807, 1.839, -0.771, -0.612, -2.022, 0.104, -0.145, -0.649, 2.541, 0.542, -0.675, -0.706, 0.461, -0.922, -0.959, -2.047, 0.017, -0.593, -1.465, 0.010, 0.448, 0.219, 0.282, 0.545, 0.011, 0.016, 0.645, -0.618, 0.428, 0.352, 0.394, 0.328, 0.551, 0.313, 0.221, 0.447, 0.269, 0.498, 1.186, 0.027, 0.131, 0.233, 0.282, -0.802, 1.165, 0.304, 0.294, 0.352, 0.212, 0.381, 0.364, 0.884, 1.212, 0.433, 0.310, 0.248, -0.751, 0.912, 0.066, -0.203, -0.267, -0.270, -0.329, -0.362, 0.675, 0.420, -0.249, -0.274, -0.306, -0.260, 0.381, 0.325, 0.286, 0.148, -0.449, 0.822, 0.067, -0.191, -0.274, -0.276, -0.331, -0.401, 0.726, 0.184, -0.223, -0.217, -0.237, -0.273, 0.187, 0.411, 0.283, 0.214, -0.927, 0.867, 0.200, -0.214, -0.278, -0.270, -0.318, -0.212, 0.645, 0.941, -0.233, -0.294, -0.312, -0.278, 0.386, 0.449, 0.145, -0.379, -0.971, 1.135, 0.057, -0.238, -0.205, -0.277, -0.316, -0.397, 0.807, 0.171, -0.210, -0.263, -0.289, -0.303, 0.451, 0.325, 0.310, 0.254, -0.869, 0.971, 0.200, -0.267, -0.255, -0.306, -0.232, -0.408, 0.828, 0.156, -0.230, -0.243, -0.294, -0.289, 0.341, 0.470, 0.216, 0.242]
}